{"formula": "C3H7NO4", "method": "ωB97M-V/def2-TZVPD", "e_homo_ev": -10.35, "de_lowest_ev": 1.1185, "e_tot_ha": -474.24516, "max_force_ev_per_a": 3.14, "homo_lumo_gap_ev": 11.03, "smiles": "CC(=O)O.NC(=O)O", "species": ["O", "O", "O", "O", "N", "C", "C", "C", "H", "H", "H", "H", "H", "H", "H"], "positions_angstrom": [[-1.493, -1.541, 0.408], [0.128, 0.024, 0.837], [-0.381, -0.711, -1.636], [1.755, -0.421, -0.962], [-1.027, -1.007, 2.535], [0.535, 0.027, -1.215], [0.609, 1.557, -1.311], [-0.748, -0.748, 1.197], [-0.707, -0.239, 3.038], [-1.984, -1.331, 2.530], [2.512, 0.194, -0.852], [-0.374, 1.892, -1.170], [1.312, 2.100, -0.677], [-1.149, -1.520, -0.475], [1.012, 1.723, -2.248]]}